Entry 1:
This record from the OMol25 dataset describes one molecule with the formula CH3F3P2 at a distorted geometry. The level of theory is ωB97M-V with the def2-TZVPD basis set.

The HOMO energy comes out at -10.15 eV. The LUMO energy comes out at 0.3 eV. As for the SMILES: FPC(F)(F)P. Its HOMO-LUMO gap is 10.44 eV.

ORCA input file:
```
! RIJCOSX wB97M-V def2-TZVPD def2/J DEFGRID3
* xyz 0 1
F -3.39988 -0.35847 -0.29391
P -2.18795 -0.53880 0.77768
C -1.16691 0.80539 0.04563
F -1.79324 2.00021 0.00107
F -1.09464 0.46391 -1.23729
P 0.56031 0.72310 0.75076
H -1.45986 -1.50384 -0.00813
H 0.03435 1.09697 2.12832
H 0.95441 2.02421 0.23728
*
```


Entry 2:
This record from the OMol25 dataset describes a 2-piece molecular cluster, CH3FN2 overall at a distorted geometry. The level of theory is ωB97M-V with the def2-TZVPD basis set.

The HOMO energy comes out at -9.60 eV. The LUMO energy comes out at 0.5 eV. As for the SMILES: N#CN.F. Its HOMO-LUMO gap is 10.09 eV.

ORCA input file:
```
! RIJCOSX wB97M-V def2-TZVPD def2/J DEFGRID3
* xyz 0 1
N 1.13993 -0.67884 1.41428
C 0.22071 0.00479 0.95282
N -0.77501 0.39586 0.19146
H -0.53189 -0.15413 -0.66833
H -1.36579 1.19007 0.08350
F 0.21653 -2.55949 2.75621
H 0.79989 -3.15877 2.21810
*
```


Entry 3:
This record from the OMol25 dataset describes a 2-piece molecular cluster, CH3FN2O2 overall at a distorted geometry. The level of theory is ωB97M-V with the def2-TZVPD basis set.

The HOMO energy (alpha / beta) comes out at -8.82 / -8.27 eV. The LUMO energy (alpha / beta) comes out at 0.0 / 0.0 eV. Its HOMO-LUMO gap (alpha / beta) is 8.80 / 8.31 eV.

ORCA input file:
```
! RIJCOSX wB97M-V def2-TZVPD def2/J DEFGRID3
* xyz 0 1
C 0.68792 -0.35934 -0.04912
N 1.53911 0.57283 0.20285
N -1.44849 0.31510 0.52970
O 0.46620 -1.43149 -0.49369
O -2.00743 -0.83013 0.21367
F -1.57084 1.21016 -0.63394
H 1.20683 1.44698 0.58337
H 2.52455 0.48642 -0.03179
H -1.39785 -1.41054 -0.32106
*
```


Entry 4:
This record from the OMol25 dataset describes a 2-piece molecular cluster, CH3FN2P2 overall at a distorted geometry. The level of theory is ωB97M-V with the def2-TZVPD basis set.

The HOMO energy (alpha / beta) comes out at -5.75 / -10.29 eV. The LUMO energy (alpha / beta) comes out at -1.1 / -4.8 eV. Its HOMO-LUMO gap (alpha / beta) is 4.67 / 5.54 eV. As for the expectation value of S²: 2.029.

ORCA input file:
```
! RIJCOSX wB97M-V def2-TZVPD def2/J DEFGRID3
* xyz 0 3
C 1.52685 0.00370 -0.08566
N 0.55555 0.77123 0.59392
N -3.06681 -0.36528 1.23903
F -0.98625 0.54628 -1.34073
P -2.72434 -1.51324 0.40400
P -0.80062 1.30443 0.11029
H 1.54789 0.26429 -1.13270
H 1.34243 -1.00618 -0.18538
H 2.60530 -0.00522 0.39724
*
```


Entry 5:
This record from the OMol25 dataset describes one molecule with the formula CH3FO2 at a distorted geometry. The level of theory is ωB97M-V with the def2-TZVPD basis set.

The HOMO energy comes out at -10.93 eV. The LUMO energy comes out at 0.8 eV. As for the SMILES: OC(O)F. Its HOMO-LUMO gap is 11.74 eV.

ORCA input file:
```
! RIJCOSX wB97M-V def2-TZVPD def2/J DEFGRID3
* xyz 0 1
O 1.29930 0.09457 0.32596
C 0.17909 0.07132 -0.42392
O -1.05294 0.68456 0.37478
F -0.25054 -1.17508 -0.67320
H 1.39043 -0.47342 1.06324
H 0.17285 0.76993 -1.31064
H -1.73819 0.02812 0.64379
*
```


Entry 6:
This record from the OMol25 dataset describes a 2-piece molecular cluster, CH3FO2 overall at a distorted geometry. The level of theory is ωB97M-V with the def2-TZVPD basis set.

The HOMO energy comes out at -10.96 eV. The LUMO energy comes out at -0.3 eV. Its HOMO-LUMO gap is 10.62 eV.

ORCA input file:
```
! RIJCOSX wB97M-V def2-TZVPD def2/J DEFGRID3
* xyz 0 1
C 0.57795 -0.13767 -0.47878
O -0.35591 1.20096 1.24490
O -0.00664 0.95035 -0.12595
F -0.99186 -1.50112 -0.54596
H 0.59405 -0.25895 -1.57185
H 1.26489 -0.88919 0.16651
H -1.08249 0.63562 1.31113
*
```